Run one
{"formula": "C2H7N3O", "method": "wB97M-V/def2-TZVPD", "orbital_gap_ha": [0.331, 0.331], "charge": 0, "elements": ["C", "C", "N", "N", "N", "O", "H", "H", "H", "H", "H", "H", "H"], "positions_angstrom": [[-1.21, -1.66, 1.14], [0.84, 1.15, -1.18], [-1.10, -0.92, 0.15], [0.92, 0.87, 0.19], [-0.32, 0.83, 0.71], [0.50, -0.04, -1.84], [-1.26, -2.73, 0.90], [-1.02, -1.49, 2.25], [0.19, 2.02, -1.43], [1.70, 1.39, -1.68], [1.46, 0.10, 0.47], [-0.31, 0.74, 1.66], [-0.39, -0.26, -1.36]], "nbo_charge": [-0.12, 0.06, -0.38, -0.40, -0.29, -0.74, 0.18, 0.16, 0.17, 0.18, 0.36, 0.33, 0.50]}

=====

Run two
{"formula": "C2H7N3O", "method": "wB97M-V/def2-TZVPD", "orbital_gap_ha": 0.363, "charge": 0, "elements": ["C", "C", "O", "N", "N", "N", "H", "H", "H", "H", "H", "H", "H"], "positions_angstrom": [[0.21, -1.74, 0.50], [0.23, -0.46, 0.19], [1.75, 0.21, 0.77], [0.01, 0.61, -0.59], [-0.19, 1.82, -0.03], [-1.47, -0.24, -0.91], [0.99, -2.17, 1.11], [-0.64, -2.35, 0.22], [2.46, -0.38, 0.46], [-0.01, 1.84, 0.97], [0.41, 2.50, -0.49], [-1.59, 0.08, -1.87], [-2.15, 0.27, -0.35]], "nbo_charge": [-0.47, 0.45, -0.89, -0.13, -0.63, -0.71, 0.23, 0.23, 0.46, 0.37, 0.38, 0.36, 0.35]}

=====

Which structure is the most stable? The one labeled run one.

=====

Run one
{"formula": "CH9N3O2", "method": "wB97M-V/def2-TZVPD", "orbital_gap_ha": 0.372, "charge": 0, "elements": ["N", "C", "N", "N", "H", "H", "H", "H", "H", "O", "H", "H", "O", "H", "H"], "positions_angstrom": [[0.34, -0.16, -0.90], [0.94, 0.84, -0.40], [1.91, 0.77, 0.59], [0.65, 2.10, -0.91], [0.53, -1.05, -0.44], [2.00, -0.20, 0.87], [1.78, 1.41, 1.36], [1.42, 2.55, -1.40], [-0.08, 1.96, -1.60], [-0.99, -1.69, 2.97], [-1.34, -0.81, 2.80], [-0.67, -1.61, 3.88], [-2.22, -1.38, -1.81], [-2.38, -0.64, -2.41], [-1.55, -1.00, -1.23]], "nbo_charge": [-0.80, 0.58, -0.83, -0.83, 0.34, 0.38, 0.39, 0.38, 0.39, -0.93, 0.47, 0.47, -0.95, 0.46, 0.48]}

=====

Run two
{"formula": "CH9N3O2", "method": "wB97M-V/def2-TZVPD", "orbital_gap_ha": 0.381, "charge": 0, "elements": ["N", "C", "N", "O", "H", "H", "H", "H", "H", "H", "N", "O", "H", "H", "H"], "positions_angstrom": [[0.69, -0.40, 0.86], [1.01, 0.46, -0.21], [2.33, 0.08, -0.56], [1.05, 1.75, 0.29], [1.04, -1.32, 0.59], [-0.33, -0.52, 0.86], [0.32, 0.39, -1.05], [2.67, 0.80, -1.20], [2.88, 0.21, 0.28], [0.93, 1.60, 1.24], [-2.34, -0.81, 0.26], [-2.68, -0.23, -1.03], [-3.03, -1.57, 0.32], [-2.69, -0.09, 0.90], [-1.86, -0.34, -1.55]], "nbo_charge": [-0.88, 0.37, -0.84, -0.74, 0.37, 0.38, 0.12, 0.36, 0.36, 0.48, -0.54, -0.59, 0.35, 0.34, 0.46]}

=====

Run three
{"formula": "CH9N3O2", "method": "wB97M-V/def2-TZVPD", "orbital_gap_ha": 0.373, "charge": 0, "elements": ["N", "C", "N", "N", "H", "H", "H", "H", "H", "O", "H", "H", "O", "H", "H"], "positions_angstrom": [[-0.78, -0.14, -0.35], [-0.02, -1.03, 0.18], [-0.18, -1.39, 1.52], [0.92, -1.82, -0.50], [-1.32, 0.24, 0.44], [-1.01, -1.24, 2.06], [0.37, -2.22, 1.67], [1.80, -1.40, -0.17], [0.97, -1.59, -1.49], [1.08, 2.87, 2.33], [0.25, 2.45, 2.09], [1.52, 2.88, 1.48], [-1.35, 1.01, -3.37], [-0.95, 0.15, -3.44], [-1.29, 1.24, -2.43]], "nbo_charge": [-0.77, 0.57, -0.85, -0.84, 0.33, 0.40, 0.39, 0.38, 0.39, -0.93, 0.46, 0.47, -0.95, 0.46, 0.49]}

=====

Which structure is the most stable? The one labeled run one.

=====

Run one
{"formula": "C2H2N3OS", "method": "wB97M-V/def2-TZVPD", "orbital_gap_ha": [0.197, 0.196], "charge": -1, "elements": ["C", "C", "N", "N", "N", "O", "S", "H", "H"], "positions_angstrom": [[0.22, 1.69, -0.30], [1.07, -0.42, 0.68], [0.00, 2.81, -0.56], [-1.57, -0.96, -0.89], [0.26, 0.39, -0.09], [0.87, -1.60, 0.89], [2.31, 0.62, 1.28], [-2.05, -0.67, -0.11], [-1.10, -1.86, -0.89]], "nbo_charge": [0.44, 0.47, -0.44, -0.72, -0.45, -0.64, -0.33, 0.32, 0.35]}

=====

Run two
{"formula": "C2H2N3OS", "method": "wB97M-V/def2-TZVPD", "orbital_gap_ha": 0.272, "charge": -1, "elements": ["C", "C", "N", "N", "N", "O", "S", "H", "H"], "positions_angstrom": [[-0.30, -1.67, 1.02], [0.81, 0.84, -1.75], [0.71, -2.23, 0.95], [-0.41, 1.05, 0.32], [0.10, 0.51, -0.87], [1.45, 0.79, -2.75], [-1.84, -1.25, 1.51], [-0.75, 0.28, 0.85], [0.22, 1.69, 0.72]], "nbo_charge": [0.03, 0.77, -0.51, -0.66, -0.34, -0.58, -0.45, 0.39, 0.34]}

=====

Run three
{"formula": "C2H2N3OS", "method": "wB97M-V/def2-TZVPD", "orbital_gap_ha": [0.180, 0.179], "charge": -1, "elements": ["C", "C", "N", "N", "N", "O", "S", "H", "H"], "positions_angstrom": [[0.84, 0.42, 0.91], [-0.77, 1.22, -0.71], [1.31, 0.22, 1.96], [0.45, -2.12, -0.23], [0.25, 0.49, -0.22], [-1.61, 0.83, -1.49], [-0.43, 2.89, -0.21], [-0.42, -2.06, -0.74], [0.38, -1.89, 0.73]], "nbo_charge": [0.44, 0.50, -0.45, -0.76, -0.45, -0.62, -0.31, 0.33, 0.32]}

=====

Run four
{"formula": "C2H2N3OS", "method": "wB97M-V/def2-TZVPD", "orbital_gap_ha": 0.189, "charge": -1, "elements": ["C", "C", "N", "N", "N", "O", "S", "H", "H"], "positions_angstrom": [[-1.07, -2.07, -0.11], [-2.60, 0.83, -0.14], [-1.76, -2.81, -0.70], [0.57, -0.41, 0.19], [-0.40, -1.32, 0.68], [-1.59, 1.34, -0.44], [-4.06, 0.36, 0.15], [0.39, 0.48, 0.65], [0.46, -0.26, -0.82]], "nbo_charge": [0.38, 0.46, -0.69, -0.67, -0.61, -0.49, -0.01, 0.33, 0.31]}

=====

Which structure is the most stable? The one labeled run two.

=====

Run one
{"formula": "C3H11N2O", "method": "wB97M-V/def2-TZVPD", "orbital_gap_ha": 0.344, "charge": 1, "elements": ["C", "C", "C", "N", "N", "H", "H", "H", "H", "H", "H", "H", "H", "H", "H", "H", "O"], "positions_angstrom": [[-1.34, -0.23, -0.77], [-0.51, 0.11, 0.45], [-0.79, 0.91, 1.48], [-1.90, 1.75, 1.37], [0.92, -0.30, 0.24], [-2.25, 0.36, -0.78], [-1.62, -1.27, -0.88], [-0.83, 0.13, -1.67], [-0.22, 1.12, 2.38], [-2.09, 2.12, 0.46], [-2.16, 2.30, 2.18], [1.49, -0.08, 1.05], [1.32, 0.24, -0.54], [1.01, -1.28, -0.05], [2.54, -2.17, -2.28], [3.66, -1.64, -1.31], [2.77, -2.06, -1.35]], "nbo_charge": [-0.67, 0.02, 0.03, -0.79, -0.67, 0.25, 0.25, 0.22, 0.22, 0.40, 0.41, 0.44, 0.43, 0.46, 0.49, 0.49, -0.98]}

=====

Run two
{"formula": "C3H11N2O", "method": "wB97M-V/def2-TZVPD", "orbital_gap_ha": 0.359, "charge": 1, "elements": ["C", "C", "C", "N", "N", "H", "H", "H", "H", "H", "H", "H", "H", "H", "H", "H", "O"], "positions_angstrom": [[1.77, 1.99, -0.75], [1.11, 0.64, -0.31], [-0.27, 0.69, 0.06], [-0.62, -0.52, 0.92], [1.89, -0.53, -0.40], [1.22, 2.62, -0.15], [1.62, 2.31, -1.84], [2.86, 2.06, -0.56], [-1.18, 1.24, -0.37], [-0.06, -1.29, 0.73], [-1.68, -0.87, 0.76], [-0.50, -0.34, 1.92], [1.56, -0.94, -1.30], [2.89, -0.34, -0.34], [-3.29, -1.96, -0.46], [-3.90, -1.67, 0.81], [-3.01, -1.67, 0.39]], "nbo_charge": [-0.68, 0.27, -0.21, -0.73, -0.86, 0.23, 0.26, 0.24, 0.27, 0.43, 0.47, 0.43, 0.41, 0.41, 0.50, 0.51, -0.94]}

=====

Run three
{"formula": "C3H11N2O", "method": "wB97M-V/def2-TZVPD", "orbital_gap_ha": 0.347, "charge": 1, "elements": ["C", "C", "C", "N", "N", "O", "H", "H", "H", "H", "H", "H", "H", "H", "H", "H", "H"], "positions_angstrom": [[-1.63, 0.54, -1.11], [1.02, 0.64, 0.33], [0.06, -0.65, 0.34], [-0.60, -1.13, 1.38], [1.49, 0.71, -0.99], [0.53, -1.61, -0.53], [-1.60, 1.52, -0.78], [-2.43, -0.07, -0.70], [-1.78, 0.79, -2.14], [1.82, 0.26, 0.98], [0.40, 1.46, 0.71], [-0.49, -0.65, 2.24], [-1.14, -2.01, 1.29], [1.51, 1.67, -1.36], [-0.73, 0.20, -0.63], [2.21, 0.12, -1.22], [0.11, -2.56, -0.42]], "nbo_charge": [-0.72, -0.25, 0.66, -0.75, -0.83, -0.64, 0.22, 0.22, 0.26, 0.24, 0.24, 0.44, 0.43, 0.41, 0.15, 0.40, 0.52]}

=====

Run four
{"formula": "C3H11N2O", "method": "wB97M-V/def2-TZVPD", "orbital_gap_ha": 0.368, "charge": 1, "elements": ["C", "C", "N", "C", "N", "H", "H", "H", "H", "H", "H", "H", "H", "H", "H", "H", "O"], "positions_angstrom": [[-1.01, 0.63, -1.21], [-0.04, 0.36, -0.06], [-0.88, 0.07, 1.18], [-0.73, -1.05, 1.87], [-1.61, -1.60, 2.70], [-1.01, -0.17, -1.97], [-2.06, 0.67, -0.84], [-1.00, 1.57, -1.74], [0.45, -0.61, -0.20], [0.63, 1.13, 0.27], [-1.88, 0.34, 1.12], [0.27, -1.43, 1.87], [-2.58, -1.26, 2.56], [-1.27, -2.43, 3.23], [4.36, 1.98, -2.59], [4.41, 0.65, -3.44], [3.95, 1.13, -2.75]], "nbo_charge": [-0.65, -0.20, -0.50, 0.40, -0.72, 0.25, 0.21, 0.26, 0.21, 0.24, 0.40, 0.22, 0.43, 0.46, 0.48, 0.48, -0.96]}

=====

Which structure is the most stable? The one labeled run four.

=====

Run one
{"formula": "C4H14NS2", "method": "wB97M-V/def2-TZVPD", "orbital_gap_ha": 0.358, "charge": 1, "elements": ["C", "N", "C", "H", "H", "H", "H", "H", "H", "H", "H", "C", "C", "S", "S", "H", "H", "H", "H", "H", "H"], "positions_angstrom": [[-1.46, -2.15, -2.09], [-0.30, -1.28, -1.73], [-0.07, -0.11, -2.63], [-1.67, -2.77, -1.22], [-2.31, -1.52, -2.31], [-1.18, -2.76, -2.93], [0.55, -1.85, -1.74], [-0.39, -0.93, -0.75], [0.02, -0.47, -3.65], [0.84, 0.39, -2.31], [-0.89, 0.59, -2.52], [-1.53, 2.36, 1.11], [-0.10, 1.88, 1.23], [-0.07, 0.05, 1.23], [1.95, -0.38, 1.23], [-2.10, 2.06, 1.98], [-2.05, 2.00, 0.22], [-1.56, 3.44, 1.01], [0.32, 2.19, 2.18], [0.55, 2.22, 0.43], [2.26, -0.07, -0.04]], "nbo_charge": [-0.41, -0.53, -0.42, 0.24, 0.23, 0.23, 0.43, 0.45, 0.24, 0.23, 0.23, -0.63, -0.50, 0.06, -0.08, 0.23, 0.20, 0.24, 0.24, 0.22, 0.10]}

=====

Run two
{"formula": "C4H14NS2", "method": "wB97M-V/def2-TZVPD", "orbital_gap_ha": 0.346, "charge": 1, "elements": ["C", "C", "N", "H", "H", "H", "H", "H", "H", "H", "H", "C", "S", "S", "C", "H", "H", "H", "H", "H", "H"], "positions_angstrom": [[-2.67, 1.23, -0.46], [-1.60, 2.27, -0.89], [-0.16, 1.80, -0.47], [-3.69, 1.64, -0.52], [-2.60, 0.33, -1.06], [-2.46, 0.94, 0.58], [-1.61, 2.55, -1.96], [-1.69, 3.19, -0.27], [-0.04, 1.55, 0.52], [0.59, 2.44, -0.81], [0.05, 0.89, -0.99], [3.30, -1.28, 0.06], [2.00, -0.53, 1.11], [0.23, -1.21, 0.20], [-0.04, -2.70, 1.22], [3.67, -2.22, 0.51], [2.94, -1.42, -0.99], [4.11, -0.51, 0.06], [-0.11, -2.42, 2.28], [-0.99, -3.12, 0.82], [0.75, -3.44, 1.06]], "nbo_charge": [-0.64, -0.20, -0.71, 0.26, 0.23, 0.22, 0.24, 0.22, 0.46, 0.45, 0.45, -0.74, 0.06, -0.01, -0.72, 0.24, 0.24, 0.24, 0.24, 0.24, 0.24]}

=====

Which structure is the most stable? The one labeled run one.

=====

Run one
{"formula": "C3H5NS2", "method": "wB97M-V/def2-TZVPD", "orbital_gap_ha": [0.289, 0.289], "charge": 0, "elements": ["C", "C", "C", "N", "S", "S", "H", "H", "H", "H", "H"], "positions_angstrom": [[1.93, 1.46, 0.41], [-0.92, 1.83, 0.22], [-0.26, -1.99, -0.25], [0.80, 1.66, 0.14], [-1.69, 0.59, -0.62], [-1.51, -1.03, 0.68], [2.81, 1.22, 0.95], [-1.05, 2.78, -0.27], [-0.73, -2.43, -1.13], [0.09, -2.76, 0.42], [0.55, -1.33, -0.54]], "nbo_charge": [0.17, -0.51, -0.74, -0.24, 0.18, 0.05, 0.25, 0.19, 0.22, 0.22, 0.21]}

=====

Run two
{"formula": "C3H5NS2", "method": "wB97M-V/def2-TZVPD", "orbital_gap_ha": 0.305, "charge": 0, "elements": ["N", "C", "S", "C", "C", "S", "H", "H", "H", "H", "H"], "positions_angstrom": [[1.42, 1.55, -0.28], [1.19, 0.31, 0.14], [2.15, -0.96, -0.10], [-0.14, 0.24, 0.91], [-1.22, 0.01, -0.25], [-2.83, -0.21, -0.13], [1.04, 2.40, 0.04], [2.27, 1.72, -0.81], [-0.35, 1.15, 1.38], [-0.23, -0.64, 1.49], [-0.77, -0.14, -1.23]], "nbo_charge": [-0.78, 0.09, -0.09, -0.53, -0.24, 0.08, 0.40, 0.40, 0.22, 0.26, 0.19]}

=====

Run three
{"formula": "C3H5NS2", "method": "wB97M-V/def2-TZVPD", "orbital_gap_ha": 0.273, "charge": 0, "elements": ["C", "C", "S", "N", "C", "S", "H", "H", "H", "H", "H"], "positions_angstrom": [[-1.73, -0.06, 0.00], [-0.36, 0.58, -0.01], [-0.18, 2.20, 0.00], [0.65, -0.37, 0.00], [2.04, -0.26, -0.01], [3.00, 1.04, 0.01], [-2.25, 0.31, -0.86], [-2.31, 0.30, 0.88], [-1.69, -1.17, 0.00], [0.32, -1.31, 0.02], [2.51, -1.26, -0.03]], "nbo_charge": [-0.67, 0.08, -0.01, -0.60, -0.12, 0.03, 0.25, 0.25, 0.20, 0.40, 0.20]}

=====

Which structure is the most stable? The one labeled run three.